Entry 1:
Density functional theory data (wB97M-V/def2-TZVPD) for a structure of composition C31H68F12N8O15S2 in a non-equilibrium geometry.

Each line ends with the Löwdin charge.
Atoms and positions in Å:
C  -1.3187  1.1198  -0.3470  -0.65
F  -1.2168  2.3815  -0.7075  0.16
F  -1.9480  1.0943  0.8305  0.10
F  -2.1450  0.4230  -1.1630  0.11
S  0.3459  0.2761  -0.2881  0.66
O  0.8421  0.2045  -1.6391  -0.27
O  1.1152  1.0857  0.6317  -0.30
N  0.0422  -1.3085  0.2801  -0.30
S  0.7793  -1.4964  1.7041  0.62
O  2.2236  -1.5166  1.7480  -0.30
O  0.1485  -0.6396  2.7067  -0.33
C  0.2687  -3.2419  2.3173  -0.67
F  -1.0705  -3.2275  2.4532  0.09
F  0.6670  -4.1850  1.4904  0.18
F  0.7519  -3.4012  3.5252  0.17
C  4.5733  0.8293  0.8640  0.03
C  4.1678  1.6686  -0.3206  -0.38
O  3.7256  1.2514  -1.3123  0.19
N  4.3407  3.1806  -0.0395  0.12
H  4.9219  3.1760  0.7963  0.16
H  4.8685  3.6797  -0.7600  0.19
C  2.9866  3.7972  0.1805  -0.01
H  4.0672  -0.1122  0.6532  0.07
H  4.2830  1.1346  1.8715  0.10
H  5.6474  0.6439  0.9437  0.11
H  2.3750  3.2369  0.8887  0.09
H  2.4335  3.7995  -0.7630  0.06
H  2.9882  4.7996  0.6052  0.10
C  -2.1212  3.4234  2.4327  0.03
C  -1.5523  4.6166  1.6661  -0.36
O  -0.5168  4.6282  1.1049  0.18
N  -2.4460  5.8320  1.5145  0.11
H  -3.3740  5.5772  1.8459  0.16
H  -2.0616  6.5966  2.0741  0.19
C  -2.4564  6.4292  0.0494  0.08
H  -1.4122  2.6161  2.5948  0.09
H  -3.0368  3.0123  2.0182  0.09
H  -2.2343  3.8599  3.4336  0.10
H  -2.9055  5.6550  -0.5635  0.12
H  -1.4138  6.5847  -0.2120  0.02
H  -3.0478  7.3192  0.2385  0.12
C  1.2877  2.2092  -6.9768  0.03
C  0.9969  1.8558  -5.5337  -0.39
O  -0.0561  1.5257  -5.1220  0.17
N  2.1318  2.0555  -4.5330  0.09
H  2.7400  2.7987  -4.8910  0.17
H  1.8940  2.5528  -3.6482  0.13
C  2.8176  0.7437  -4.2574  0.02
H  1.9859  1.5416  -7.4830  0.10
H  1.7716  3.1723  -7.1768  0.10
H  0.3413  2.3605  -7.4908  0.10
H  2.0802  0.1939  -3.6855  0.09
H  3.7876  0.9766  -3.8314  0.09
H  3.0620  0.2379  -5.1903  0.10
C  -5.5031  -0.8664  2.3613  0.03
C  -5.6479  -1.8437  1.2236  -0.40
O  -4.7927  -2.5502  0.8317  0.18
N  -6.9667  -1.7499  0.4831  0.11
H  -7.5690  -2.5148  0.8057  0.19
H  -7.4946  -0.9130  0.7382  0.18
C  -6.7950  -1.9089  -1.0332  0.06
H  -5.3106  0.1371  1.9769  0.11
H  -4.5890  -1.1650  2.8703  0.10
H  -6.3707  -0.8526  3.0185  0.09
H  -7.7886  -2.0961  -1.4375  0.12
H  -6.1776  -2.7982  -1.1067  0.10
H  -6.4164  -1.0312  -1.5485  0.12
C  -2.4822  -4.1470  -0.3168  0.00
C  -1.2238  -4.4476  -1.0637  -0.42
O  -0.8680  -5.5478  -1.3027  0.20
N  -0.4323  -3.3055  -1.6435  0.07
H  -0.3745  -2.4320  -1.0479  0.09
H  0.5560  -3.6165  -1.6256  0.11
C  -0.8439  -2.9083  -3.0390  0.03
H  -2.3012  -3.3994  0.4597  0.05
H  -2.8693  -5.0491  0.1455  0.10
H  -3.2320  -3.5891  -0.8803  0.07
H  -0.2951  -1.9918  -3.2228  0.09
H  -1.9187  -2.7551  -3.1754  0.09
H  -0.7626  -3.7792  -3.6877  0.11
C  -7.1936  -5.4832  4.8926  0.06
C  -6.2043  -4.3321  4.6792  -0.35
O  -6.3275  -3.3756  4.0029  0.17
N  -4.9062  -4.5445  5.4913  0.10
H  -4.6628  -3.8091  6.1617  0.19
H  -5.0096  -5.3652  6.0902  0.17
C  -3.6877  -4.7669  4.5883  0.04
H  -6.7646  -6.3068  5.4616  0.10
H  -7.3993  -5.9023  3.9079  0.11
H  -8.0431  -5.0555  5.4232  0.12
H  -2.8605  -5.1332  5.1924  0.11
H  -3.3388  -3.9062  4.0225  0.09
H  -3.9495  -5.5379  3.8654  0.11
C  4.4880  -3.0962  4.0689  0.05
C  4.0418  -1.7747  4.6529  -0.38
O  3.1791  -1.1098  4.1957  0.17
N  4.7388  -1.3434  5.9425  0.08
H  4.3288  -1.8191  6.7530  0.19
H  5.6738  -1.7632  5.9617  0.18
C  4.7439  0.1499  6.2468  0.05
H  4.3343  -3.8444  4.8493  0.11
H  5.5421  -3.0304  3.7887  0.11
H  3.9244  -3.2817  3.1589  0.08
H  5.1682  0.2003  7.2483  0.11
H  3.7132  0.4726  6.1708  0.10
H  5.4801  0.6258  5.6061  0.11
C  0.5704  4.6925  -2.5062  -0.46
O  0.1161  5.0380  -3.8332  -0.08
O  1.8122  4.1864  -2.6058  -0.20
C  0.3857  5.8231  -1.4445  -0.48
F  -0.9529  6.0543  -1.2764  0.03
F  0.8586  5.4735  -0.2302  0.08
F  0.9662  6.9745  -1.7628  0.20
C  -1.3008  4.9720  -4.0403  -0.27
C  -1.5756  5.3204  -5.4953  -0.05
H  -1.2886  4.4526  -6.0851  0.07
H  -2.6216  5.6072  -5.6152  0.08
H  -1.0540  6.2170  -5.8307  0.09
H  -1.8284  5.5757  -3.3019  0.10
H  -1.6652  3.9434  -3.9163  0.11
H  -0.1067  3.8624  -2.2379  0.13
C  3.4998  -2.7903  -1.5818  -0.48
O  4.1707  -2.7438  -2.8683  -0.08
O  2.4923  -3.6317  -1.8423  -0.18
C  4.5336  -3.2483  -0.5061  -0.52
F  3.9678  -3.5814  0.6911  0.09
F  5.2741  -4.3036  -0.8756  0.15
F  5.4741  -2.2964  -0.2445  0.09
C  5.0905  -1.6961  -3.0729  -0.29
C  5.3002  -1.5565  -4.5884  -0.08
H  4.3408  -1.5841  -5.1111  0.06
H  5.7851  -0.6500  -4.9600  0.07
H  5.9142  -2.3654  -4.9830  0.08
H  6.0495  -2.0540  -2.6828  0.12
H  4.8892  -0.6926  -2.6832  0.08
H  3.2368  -1.7724  -1.2423  0.12

The value obtained for the HOMO-LUMO gap is 4.104 eV. Its net charge is +4. As for the multiplicity: 1.



Entry 2:
Density functional theory data (wB97M-V/def2-TZVPD) for a cluster of 3 separate species, C31H69FN4O3P in total in a non-equilibrium geometry.

Each line ends with the Löwdin charge.
Atoms and positions in Å:
C  -0.7523  7.5918  -1.9225  -0.08
C  -0.4557  8.7913  -0.9233  -0.37
C  -1.8564  9.2890  -0.3006  -0.09
C  0.6659  8.5179  0.1772  -0.16
C  1.3119  7.0638  0.1605  -0.11
C  0.3798  5.8804  0.6832  -0.31
N  -0.6847  6.4606  1.5219  0.10
C  1.1569  4.9532  1.7676  -0.09
O  2.2469  5.2466  2.5697  0.01
C  3.4209  4.5970  1.9772  -0.12
C  4.3854  3.9266  3.0360  -0.28
C  3.6369  3.0140  4.1147  -0.08
C  5.4876  2.9773  2.3439  -0.37
C  4.8565  1.7285  1.5839  -0.09
C  6.4158  3.7488  1.3025  -0.09
N  0.6081  3.7415  1.7747  0.01
F  1.0416  2.7576  2.5656  0.13
C  -0.5586  3.6757  0.8046  -0.25
P  -1.2340  1.9554  0.3173  0.99
O  -2.6656  1.6248  1.2064  -0.29
O  -0.1492  0.7229  0.7933  -0.30
C  -0.0006  4.6668  -0.3043  -0.19
C  1.1729  4.2266  -1.2638  -0.11
C  0.8426  3.0916  -2.3302  -0.36
C  -0.6440  3.0688  -2.8925  -0.10
C  1.3676  1.6437  -1.8308  -0.08
H  0.1562  7.0506  -2.3093  0.07
H  -1.5310  6.9281  -1.4448  0.06
H  -1.2542  8.0510  -2.8383  0.10
H  -0.1068  9.6642  -1.5692  0.13
H  -2.5405  8.3793  -0.1881  0.07
H  -2.4035  9.9842  -1.0131  0.09
H  -1.7321  9.7344  0.7277  0.08
H  0.3092  8.8455  1.2087  0.11
H  1.5238  9.2323  -0.0606  0.13
H  2.2002  7.1141  0.8791  0.12
H  1.7589  6.9165  -0.8621  0.10
H  -0.3285  7.0445  2.2771  0.11
H  -1.4270  6.9089  0.9830  0.08
H  4.0326  5.3705  1.4068  0.14
H  3.1309  3.7944  1.2360  0.11
H  4.9827  4.6981  3.6233  0.15
H  3.1274  2.1104  3.6622  0.06
H  2.8945  3.5746  4.7508  0.08
H  4.4631  2.5921  4.7778  0.10
H  6.1571  2.5448  3.1559  0.14
H  4.2496  2.0179  0.6623  0.07
H  4.3001  1.0094  2.2574  0.08
H  5.7383  1.1316  1.1704  0.09
H  7.4277  3.2256  1.3184  0.09
H  6.5490  4.8371  1.5650  0.08
H  6.0187  3.5843  0.2493  0.08
H  -1.3991  4.0428  1.4906  0.14
H  -3.0523  2.4567  1.5436  0.05
H  -0.6537  -0.0183  1.1863  0.06
H  -0.9263  4.9487  -0.8844  0.13
H  2.0097  3.8342  -0.5901  0.11
H  1.6466  5.0846  -1.8383  0.12
H  1.5041  3.3128  -3.2340  0.13
H  -1.4529  3.3181  -2.1555  0.03
H  -0.6894  3.6850  -3.8468  0.09
H  -0.8460  1.9981  -3.2315  0.09
H  0.5341  0.8715  -1.8616  0.06
H  1.6543  1.7369  -0.7279  0.05
H  2.2855  1.3010  -2.3846  0.08
C  -2.4891  -5.3730  -2.7066  -0.08
C  -3.1241  -4.8429  -1.4266  -0.27
N  -2.1545  -4.3376  -0.4625  -0.19
C  -2.7201  -4.1157  0.8645  -0.25
C  -3.8040  -3.0481  1.0072  -0.09
C  -1.2565  -3.2949  -0.9398  -0.25
C  -1.8811  -2.0170  -1.5010  -0.08
H  -1.7255  -6.1236  -2.4873  0.07
H  -3.2518  -5.8441  -3.3311  0.08
H  -2.0333  -4.5743  -3.2966  0.07
H  -3.6691  -5.6767  -0.9714  0.11
H  -3.8746  -4.0849  -1.6883  0.10
H  -1.9099  -3.8925  1.5676  0.11
H  -3.1363  -5.0678  1.2142  0.11
H  -3.3911  -2.0404  0.9483  0.05
H  -4.2795  -3.1382  1.9884  0.07
H  -4.5895  -3.1499  0.2563  0.07
H  -0.6178  -3.7266  -1.7178  0.10
H  -0.5570  -3.0258  -0.1408  0.11
H  -2.6997  -2.2190  -2.1942  0.07
H  -1.1235  -1.4513  -2.0519  0.06
H  -2.2497  -1.3639  -0.7081  0.04
C  -1.5036  -12.2922  -0.4773  -0.09
C  -0.9547  -10.9912  0.0957  -0.27
N  -0.8435  -9.9241  -0.8897  -0.19
C  -0.0488  -8.7912  -0.4294  -0.25
C  -0.5774  -7.9897  0.7586  -0.09
C  -2.0661  -9.5780  -1.6035  -0.25
C  -3.2803  -9.1556  -0.7762  -0.08
H  -0.9239  -12.6161  -1.3448  0.08
H  -1.4483  -13.0812  0.2765  0.07
H  -2.5510  -12.1981  -0.7732  0.06
H  0.0439  -11.2103  0.4881  0.12
H  -1.5697  -10.6929  0.9556  0.10
H  0.1229  -8.1078  -1.2683  0.11
H  0.9484  -9.1649  -0.1680  0.11
H  -1.4236  -7.3620  0.4780  0.04
H  0.2060  -7.3193  1.1254  0.07
H  -0.8739  -8.6282  1.5931  0.07
H  -2.3580  -10.4392  -2.2143  0.10
H  -1.8479  -8.7942  -2.3365  0.11
H  -3.4605  -9.8172  0.0734  0.07
H  -4.1766  -9.1830  -1.4024  0.07
H  -3.1834  -8.1338  -0.4068  0.04

The value obtained for the HOMO-LUMO gap is 5.477 eV. Its net charge is +1. As for the multiplicity: 1.



Entry 3:
Density functional theory data (wB97M-V/def2-TZVPD) for a structure of composition C31H70BClF3N2O9PSi2 in a non-equilibrium geometry.

Each line ends with the Löwdin charge.
Atoms and positions in Å:
C  3.7015  3.9021  3.7223  -0.12
C  4.7659  2.8686  4.0994  -0.26
C  4.4279  1.4912  3.5356  -0.24
C  5.6013  0.5202  3.5494  -0.21
C  5.3422  -0.8224  2.8590  -0.20
C  4.1246  -1.6249  3.3637  -0.19
C  3.0278  -1.8914  2.3140  -0.25
C  1.8836  -0.8659  2.3696  -0.27
Si  0.4634  -1.0611  1.1438  0.50
O  0.9345  -0.7831  -0.4703  -0.31
Si  1.8890  0.4526  -0.9336  0.56
C  3.6871  0.2378  -0.5044  -0.19
C  4.6461  1.1571  -1.1986  -0.29
N  5.6183  1.6597  -0.5411  0.11
C  1.7004  0.5920  -2.8231  -0.18
C  1.1486  -0.6885  -3.3388  -0.86
O  1.7808  -1.6426  -3.6887  0.05
Cl  -0.6286  -0.7332  -3.3989  0.69
C  1.3342  2.1728  -0.2574  -0.59
F  1.5758  2.4020  1.0437  0.11
F  2.0491  3.1029  -0.9561  0.08
F  0.0295  2.4496  -0.4809  0.10
B  -1.0810  0.1378  1.7463  -0.64
O  -0.9073  1.0876  2.7477  0.09
N  -2.3633  -0.0558  1.1387  -0.12
C  -2.4148  0.2517  -0.2923  -0.09
C  -3.4677  0.6080  1.8458  -0.07
P  -0.3896  -3.1439  1.0907  0.88
C  0.5385  -4.1541  -0.1369  -0.47
C  2.0428  -4.3598  0.0432  -0.16
C  -0.1824  -3.8895  2.7635  -0.48
C  -0.9682  -3.0694  3.7869  -0.17
H  2.7416  3.6690  4.1874  0.07
H  3.9893  4.9067  4.0356  0.07
H  3.5447  3.9274  2.6424  0.06
H  4.7885  2.8155  5.1906  0.11
H  5.7299  3.2178  3.7256  0.11
H  3.6107  1.0725  4.1292  0.11
H  4.0727  1.6176  2.5075  0.09
H  6.4622  0.9996  3.0751  0.11
H  5.8948  0.3085  4.5834  0.12
H  5.3275  -0.7023  1.7742  0.09
H  6.2240  -1.4333  3.0688  0.11
H  3.6753  -1.1765  4.2536  0.11
H  4.4967  -2.6009  3.6857  0.10
H  3.4878  -1.9596  1.3284  0.08
H  2.5793  -2.8566  2.5547  0.07
H  1.4123  -0.9937  3.3526  0.08
H  2.2923  0.1491  2.3793  0.06
H  3.9582  -0.8069  -0.6949  0.09
H  3.8382  0.4148  0.5625  0.06
H  4.5297  1.4146  -2.2542  0.10
H  6.1591  2.2468  -1.1758  0.05
H  2.6542  0.7727  -3.3110  0.09
H  0.9779  1.3840  -3.0168  0.08
H  -0.8064  0.7596  3.6443  0.10
H  -2.6038  1.3156  -0.4574  0.08
H  -3.2112  -0.3233  -0.7706  0.09
H  -1.4850  0.0025  -0.7989  0.03
H  -4.4103  0.3751  1.3473  0.09
H  -3.3549  1.6959  1.8419  0.09
H  -3.5108  0.2552  2.8747  0.08
H  0.3550  -3.6770  -1.1026  0.06
H  0.0440  -5.1266  -0.1814  0.07
H  2.2843  -4.6925  1.0526  0.06
H  2.5938  -3.4483  -0.1902  0.04
H  2.3966  -5.1320  -0.6453  0.07
H  -0.6380  -4.8814  2.6963  0.07
H  0.8501  -4.0463  3.0817  0.06
H  -1.9939  -2.9305  3.4383  0.07
H  -1.0140  -3.5783  4.7495  0.07
H  -0.5366  -2.0751  3.9169  0.04
C  -6.4631  4.5052  -3.9233  -0.11
O  -5.0697  4.4652  -4.1715  -0.19
C  -4.2949  4.3684  -2.9892  -0.20
C  -3.8753  2.9448  -2.6968  -0.21
O  -4.9825  2.1038  -2.4165  -0.20
C  -5.3918  1.3158  -3.5198  -0.10
H  -6.9785  4.2859  -4.8564  0.09
H  -6.7560  3.7660  -3.1745  0.07
H  -6.7652  5.5010  -3.5803  0.09
H  -4.8451  4.7775  -2.1355  0.13
H  -3.3979  4.9771  -3.1367  0.13
H  -3.2390  2.9456  -1.8069  0.11
H  -3.2901  2.5436  -3.5306  0.13
H  -4.7125  0.4682  -3.6634  0.09
H  -5.4348  1.9014  -4.4404  0.09
H  -6.3869  0.9329  -3.2977  0.08
C  -11.6235  3.0243  -2.0528  -0.11
O  -10.2288  3.0101  -2.2944  -0.19
C  -9.4460  2.9011  -1.1171  -0.20
C  -8.9737  1.4849  -0.8735  -0.20
O  -10.0476  0.5967  -0.6169  -0.19
C  -10.4372  -0.1663  -1.7434  -0.11
H  -12.1214  2.8236  -3.0000  0.09
H  -11.9160  2.2604  -1.3291  0.08
H  -11.9439  4.0067  -1.6886  0.09
H  -10.0022  3.2705  -0.2498  0.13
H  -8.5681  3.5405  -1.2529  0.12
H  -8.3281  1.4792  0.0096  0.13
H  -8.3812  1.1357  -1.7253  0.11
H  -9.7295  -0.9835  -1.9215  0.09
H  -10.5081  0.4487  -2.6433  0.08
H  -11.4155  -0.5923  -1.5274  0.09
C  8.9476  -4.7547  -1.1825  -0.11
O  7.7744  -4.7145  -1.9737  -0.19
C  6.5759  -4.7521  -1.2193  -0.20
C  5.9757  -3.3769  -1.0299  -0.21
O  6.8055  -2.5265  -0.2564  -0.20
C  7.5832  -1.6339  -1.0373  -0.10
H  9.7774  -4.4387  -1.8125  0.09
H  8.8790  -4.0842  -0.3230  0.08
H  9.1423  -5.7735  -0.8297  0.09
H  6.7495  -5.2223  -0.2459  0.13
H  5.8626  -5.3709  -1.7718  0.13
H  5.0278  -3.4856  -0.4910  0.11
H  5.7611  -2.9228  -2.0035  0.13
H  6.9649  -0.8020  -1.3905  0.07
H  8.0421  -2.1383  -1.8903  0.09
H  8.3700  -1.2334  -0.4002  0.09

The value obtained for the HOMO-LUMO gap is 8.195 eV. As for the multiplicity: 1.



no.,LUMO (eV)
1,-9.2
2,-3.6
3,0.4